[1]
Entry from OMol25: an isolated ion of composition C4H8Cl2NO2S and charge +1 (the ωB97M-V functional and the def2-TZVPD basis).

Computed properties:
- HOMO level (Eh) = -0.553
- orbital gap (eV) = 9.8
- net charge = +1
- SMILES = C[N@+]1(S(=O)(=O)Cl)C[C@@H]1CCl
- LUMO (eV) = -5.27

Each line ends with the Löwdin charge.
CARTESIAN COORDINATES (ANGSTROEM)
C -1.3103 0.1797 -0.6310  -0.095
N 0.1069 0.1889 -0.4780  -0.320
S 0.5500 1.8948 -0.4187  0.475
O 1.9282 1.8435 0.0124  -0.260
O -0.5345 2.4581 0.3217  -0.278
Cl 0.3583 2.7295 -2.3110  0.490
C 0.8967 -0.9389 -0.8658  0.034
C 0.7451 -0.6091 0.5947  -0.225
C -0.1276 -1.3131 1.6059  -0.442
Cl -1.2940 -0.1669 2.4454  0.641
H -1.5812 -0.9281 -0.7038  0.144
H -1.8350 0.6713 0.2030  0.057
H -1.6349 0.6631 -1.5872  0.121
H 1.7787 -0.7547 -1.3305  0.105
H 0.3861 -1.8609 -1.3623  0.197
H 1.5599 -0.0816 0.9677  0.122
H 0.6133 -1.7305 2.3563  0.119
H -0.6056 -2.2451 1.1812  0.115



[2]
Entry from OMol25: a 2-piece molecular cluster, C4H8Cl2O2 overall (the ωB97M-V functional and the def2-TZVPD basis).

Computed properties:
- HOMO level (spin up / spin down) (Eh) = -0.264 / -0.264
- orbital gap (spin up / spin down) (eV) = 6.6 / 6.6
- LUMO (spin up / spin down) (eV) = -0.61 / -0.61

Each line ends with the Löwdin charge.
CARTESIAN COORDINATES (ANGSTROEM)
C -0.5993 0.7935 1.1176  -0.022
C -1.1729 -1.3837 0.0872  -0.001
C 1.9544 -0.5826 -0.2874  -0.942
C -0.9033 0.0243 -0.1089  -0.264
O -0.5382 1.7129 -1.6748  0.042
O -1.0078 0.3775 -1.3667  0.039
Cl 2.4140 0.3376 1.1968  0.437
Cl 2.2397 0.5650 -1.6611  0.443
H -1.2172 0.5810 1.8762  0.063
H 0.4301 0.5916 1.4193  -0.034
H -0.7098 1.8408 0.9149  0.098
H -0.8645 -1.8954 -0.7961  0.111
H -0.8684 -1.6524 0.9934  0.065
H -2.1611 -1.6487 0.1170  0.082
H 2.6324 -1.3900 -0.1920  -0.066
H 0.3720 1.7285 -1.6355  -0.050



The calculation returns the following energy relative to the best compared isomer or geometry (same formula, charge and spin) values, one per record and in order: 19.52, 156.60 kcal/mol.